[1]
A molecular structure, C2H6Cl2. Source: OMol25; level of theory: ωB97M-V/def2-TZVPD.

Values from the calculation:
Lowest unoccupied orbital energy (eV): 0.73

Last column: Löwdin charge in e.
CARTESIAN COORDINATES (ANGSTROEM)
C1 1.761 0.014 0.091  -0.830
C2 -1.772 0.320 -0.344  -0.730
H1 1.508 0.704 -0.632  0.029
H2 1.429 0.148 0.924  -0.094
H3 2.838 0.058 0.763  0.156
H4 -2.973 -0.357 -0.359  0.087
H5 -1.514 1.013 0.467  0.016
H6 -0.726 0.542 -0.763  0.004
Cl1 1.169 -1.270 -0.240  0.765
Cl2 -1.719 -1.173 0.092  0.597

---

[2]
2 unconnected molecules or ions with the total composition C2H6Cl2NPS. Source: OMol25; level of theory: ωB97M-V/def2-TZVPD.

Values from the calculation:
Lowest unoccupied orbital energy (alpha / beta) (eV): -1.89 / -1.88

Last column: Löwdin charge in e.
CARTESIAN COORDINATES (ANGSTROEM)
C1 0.093 1.523 0.094  -0.258
C2 -1.123 -0.281 -0.918  -0.176
N1 0.151 0.229 -0.382  -0.546
P1 0.823 -1.002 0.653  -0.005
S1 0.054 -2.860 2.701  -0.118
Cl1 1.656 -2.114 -0.852  0.220
Cl2 2.388 -0.115 1.399  0.314
H1 -0.445 2.006 -0.800  0.115
H2 -0.281 1.911 1.115  0.109
H3 1.141 1.983 0.153  0.070
H4 -1.851 0.092 -0.167  0.086
H5 -1.432 0.075 -1.934  0.092
H6 -1.174 -1.448 -1.060  0.095

---

[3]
2 unconnected molecules or ions with the total composition C2H6Cl2O. Source: OMol25; level of theory: ωB97M-V/def2-TZVPD.

Values from the calculation:
Lowest unoccupied orbital energy (eV): 0.57
SMILES: CC(Cl)Cl.O

Last column: Löwdin charge in e.
CARTESIAN COORDINATES (ANGSTROEM)
Cl1 1.338 1.344 2.331  0.524
Cl2 2.623 -0.587 0.562  0.542
C1 -0.061 0.086 0.260  -0.195
C2 1.372 0.656 0.670  -1.131
H1 -0.851 0.822 0.486  0.080
H2 -0.249 -0.825 0.854  0.083
H3 -0.118 -0.174 -0.810  0.040
H4 1.682 1.422 -0.069  0.058
O1 -1.999 -0.618 -1.173  -0.104
H5 -2.599 -1.325 -1.501  0.068
H6 -1.137 -0.801 -1.610  0.035

---

[4]
A gas-phase ion, C2H6Cl2P (charge +1). Source: OMol25; level of theory: ωB97M-V/def2-TZVPD.

Values from the calculation:
Lowest unoccupied orbital energy (eV): -3.77
Net charge: +1

Last column: Löwdin charge in e.
CARTESIAN COORDINATES (ANGSTROEM)
C1 0.591 0.680 -1.260  -0.220
C2 -0.213 -0.095 1.532  -0.220
P1 -0.327 -0.506 -0.235  0.058
Cl1 0.399 -2.300 -0.524  0.474
Cl2 -2.208 -0.496 -0.773  0.474
H1 0.501 0.405 -2.311  0.071
H2 1.643 0.672 -0.978  0.073
H3 0.185 1.680 -1.118  0.073
H4 -0.773 -0.824 2.116  0.071
H5 -0.628 0.896 1.705  0.073
H6 0.830 -0.113 1.845  0.073

---

[5]
5 unconnected molecules or ions with the total composition C2H6Cl8O3. Source: OMol25; level of theory: ωB97M-V/def2-TZVPD.

Values from the calculation:
Lowest unoccupied orbital energy (eV): 0.03
SMILES: ClC(Cl)(Cl)Cl.ClC(Cl)(Cl)Cl.O.O.O

Last column: Löwdin charge in e.
CARTESIAN COORDINATES (ANGSTROEM)
C1 -0.038 -2.009 12.827  -1.996
Cl1 -0.088 -1.220 14.409  0.525
Cl2 1.730 -2.205 12.464  0.503
Cl3 -0.939 -3.576 12.690  0.509
Cl4 -0.682 -0.857 11.708  0.521
C2 0.743 4.454 12.056  -2.068
Cl5 1.420 4.716 10.457  0.556
Cl6 -0.287 2.977 12.019  0.477
Cl7 1.980 4.099 13.208  0.566
Cl8 -0.262 5.817 12.528  0.546
O1 3.130 0.397 14.083  -0.100
H1 2.818 1.190 14.479  -0.011
H2 2.757 0.476 13.157  0.014
O2 3.407 0.782 10.822  -0.040
H3 2.934 0.424 10.085  -0.004
H4 4.127 0.204 10.969  0.021
O3 1.451 1.251 8.838  -0.073
H5 1.452 2.071 9.330  -0.017
H6 0.555 1.144 8.438  0.072

---

[6]
2 unconnected molecules or ions with the total composition C2H6ClIOSi. Source: OMol25; level of theory: ωB97M-V/def2-TZVPD.

Values from the calculation:
Lowest unoccupied orbital energy (eV): -0.47
SMILES: C=[Si](Cl)I.CO

Last column: Löwdin charge in e.
CARTESIAN COORDINATES (ANGSTROEM)
C1 0.321 -1.353 0.892  -0.146
C2 0.191 1.904 -1.852  -0.330
O1 0.953 -0.172 1.469  -0.182
Si1 -0.467 3.317 -1.036  -0.237
Cl1 -2.431 3.657 -0.680  0.244
I1 0.906 5.389 -0.793  0.361
H1 -0.167 -0.914 -0.028  0.087
H2 -0.267 -1.872 1.678  0.087
H3 0.977 -2.001 0.418  0.033
H4 1.259 1.713 -1.994  -0.032
H5 1.446 -0.423 2.326  0.108
H6 -0.558 1.137 -2.299  0.008